Entry 1:
{"formula": "C30H21BBr3F8InN3OP", "method": "ωB97M-V/def2-TZVPD", "relative_energy_kj_mol": 3084.9, "total_charge": 0, "elements": ["In", "Br", "C", "Br", "H", "H", "C", "C", "C", "C", "C", "C", "N", "N", "C", "C", "C", "C", "C", "N", "H", "H", "H", "H", "H", "H", "H", "H", "H", "F", "C", "C", "F", "C", "F", "C", "P", "C", "C", "C", "C", "C", "C", "C", "C", "C", "C", "C", "C", "C", "Br", "C", "F", "H", "H", "H", "H", "H", "H", "H", "H", "H", "H", "F", "B", "F", "F", "F", "O"], "xyz": [[0.000, 0.000, 0.000], [1.896, 0.012, 1.662], [0.793, 1.374, 2.750], [-0.939, 1.649, 1.660], [1.347, 2.335, 2.846], [0.557, 0.966, 3.758], [-4.294, -0.299, 3.485], [-3.712, -1.541, 3.722], [-2.553, -1.914, 3.033], [-1.959, -1.052, 2.097], [-2.563, 0.193, 1.875], [-3.721, 0.570, 2.561], [-0.792, -1.343, 1.356], [-0.307, -2.465, 1.602], [0.840, -2.658, 0.822], [1.556, -3.844, 0.925], [2.693, -4.012, 0.139], [3.077, -2.992, -0.722], [2.304, -1.843, -0.761], [1.198, -1.654, -0.010], [-5.195, -0.008, 4.020], [-4.156, -2.223, 4.443], [-2.118, -2.889, 3.236], [-2.120, 0.876, 1.154], [-4.170, 1.541, 2.371], [1.230, -4.621, 1.607], [3.272, -4.930, 0.199], [3.956, -3.087, -1.349], [2.561, -1.016, -1.417], [0.660, 3.710, -6.186], [0.944, 2.886, -5.168], [2.162, 2.231, -5.124], [3.062, 2.426, -6.099], [2.461, 1.376, -4.065], [3.670, 0.798, -4.054], [1.542, 1.147, -3.027], [1.840, 0.017, -1.621], [2.128, -1.552, -2.492], [3.334, -1.930, -3.097], [3.454, -3.151, -3.770], [2.367, -4.016, -3.851], [1.159, -3.662, -3.259], [1.042, -2.442, -2.586], [3.422, 0.599, -0.941], [4.376, -0.282, -0.410], [5.565, 0.191, 0.156], [5.808, 1.559, 0.234], [4.857, 2.454, -0.243], [3.674, 1.978, -0.816], [0.321, 1.843, -3.083], [-0.940, 1.662, -1.679], [0.025, 2.699, -4.148], [-1.143, 3.357, -4.192], [4.204, -1.278, -3.068], [4.399, -3.420, -4.235], [2.461, -4.963, -4.376], [0.306, -4.332, -3.319], [0.083, -2.194, -2.134], [4.207, -1.357, -0.421], [6.296, -0.512, 0.547], [6.727, 1.927, 0.682], [5.028, 3.525, -0.161], [2.942, 2.713, -1.144], [-3.904, -0.586, -1.240], [-3.420, 0.000, 0.000], [-1.966, 0.000, 0.000], [-3.905, 1.365, 0.113], [-3.904, -0.782, 1.126], [-0.674, -1.167, -1.167]]}

***

Entry 2:
{"formula": "C10H30BF4O5S5Y", "method": "ωB97M-V/def2-TZVPD", "energy_ev": -87851.986, "total_charge": 2, "elements": ["Y", "B", "F", "F", "F", "F", "C", "S", "O", "C", "H", "H", "H", "H", "H", "H", "C", "S", "O", "C", "H", "H", "H", "H", "H", "H", "C", "S", "O", "C", "H", "H", "H", "H", "H", "H", "C", "S", "O", "C", "H", "H", "H", "H", "H", "H", "C", "S", "O", "C", "H", "H", "H", "H", "H", "H"], "xyz": [[-2.542, 0.733, -0.812], [-0.326, -0.558, 1.050], [0.685, -0.123, 1.833], [-0.274, 0.133, -0.202], [-0.205, -1.921, 0.698], [-1.687, -0.244, 1.384], [-2.991, -3.223, 1.494], [-3.265, -2.906, -0.282], [-2.682, -1.542, -0.609], [-2.189, -4.179, -0.985], [-3.285, -2.258, 1.915], [-1.927, -3.325, 1.692], [-3.652, -3.993, 1.875], [-2.634, -5.143, -0.750], [-1.199, -4.064, -0.538], [-2.023, -4.058, -2.053], [-0.098, 4.933, -0.898], [0.049, 3.303, -0.074], [-1.177, 2.557, -0.589], [1.502, 2.565, -0.911], [-0.620, 5.617, -0.233], [-0.879, 4.669, -1.621], [0.738, 5.357, -1.443], [1.706, 1.644, -0.367], [2.402, 3.177, -0.870], [1.228, 2.331, -1.939], [-2.764, 3.907, 2.603], [-3.458, 2.224, 2.435], [-2.968, 1.855, 1.035], [-2.362, 1.384, 3.664], [-1.727, 3.874, 2.942], [-3.300, 4.591, 3.259], [-2.719, 4.325, 1.599], [-2.606, 0.335, 3.515], [-2.621, 1.804, 4.631], [-1.328, 1.548, 3.366], [5.911, -1.075, 1.474], [5.396, -1.037, -0.255], [4.822, -2.361, -0.714], [3.852, -0.052, 0.016], [5.561, -0.140, 1.902], [6.961, -1.345, 1.521], [5.369, -1.873, 1.991], [4.027, 1.026, -0.018], [3.300, -0.352, 0.904], [3.266, -0.226, -0.887], [-0.287, -2.012, -4.414], [0.041, -0.789, -3.151], [-1.298, -0.456, -2.475], [1.156, -1.783, -2.094], [-1.122, -1.697, -5.031], [-0.457, -3.010, -4.007], [0.654, -2.055, -4.964], [1.887, -2.297, -2.716], [0.502, -2.519, -1.621], [1.658, -1.277, -1.276]]}

***

Entry 3:
{"formula": "C24H39B2F10I2N3O8S2", "method": "ωB97M-V/def2-TZVPD", "energy_ev": -112764.267, "total_charge": 0, "elements": ["C", "C", "C", "C", "C", "C", "O", "B", "O", "O", "N", "C", "N", "C", "I", "C", "C", "I", "N", "C", "F", "F", "C", "F", "F", "F", "C", "S", "O", "C", "C", "C", "O", "C", "C", "C", "C", "C", "C", "C", "O", "C", "S", "O", "O", "F", "H", "H", "H", "H", "H", "H", "H", "H", "H", "H", "H", "H", "H", "H", "H", "H", "H", "H", "H", "H", "H", "H", "H", "H", "H", "H", "H", "H", "H", "H", "H", "H", "H", "H", "H", "H", "H", "H", "H", "B", "F", "F", "F", "F"], "xyz": [[-2.414, 2.891, 6.917], [-1.783, 2.592, 5.792], [-1.020, 2.068, 4.441], [-0.208, 0.774, 4.861], [0.266, -0.330, 3.833], [0.069, -0.165, 2.244], [-1.267, 0.245, 1.878], [-2.350, -0.596, 2.285], [-2.943, -0.358, 3.619], [-2.923, -1.712, 1.563], [0.118, -1.633, 1.796], [0.280, -1.807, 0.347], [0.304, -3.094, -0.082], [0.244, -4.303, 0.786], [1.822, -5.647, -0.029], [-1.105, -5.171, 0.753], [-2.006, -5.041, -0.575], [-2.297, -4.959, 2.616], [0.428, -0.602, -0.465], [0.044, -0.633, -1.845], [0.859, -1.467, -2.739], [0.009, 0.658, -2.531], [-1.492, -1.171, -2.122], [-2.390, -0.709, -1.102], [-1.557, -2.569, -2.389], [-1.978, -0.541, -3.345], [1.628, 0.096, 0.008], [2.958, -1.248, 0.239], [2.236, 1.133, -0.720], [3.013, 0.865, -1.879], [4.596, 1.301, -1.805], [4.815, 2.792, -1.199], [5.454, 0.281, -1.238], [1.169, 0.760, 1.459], [0.616, 2.283, 1.152], [-0.476, 2.487, 0.008], [0.112, 3.487, -1.159], [-1.158, 4.167, -1.929], [-1.353, 3.542, -3.422], [-0.068, 3.726, -4.381], [-0.450, 3.262, -5.713], [-0.058, 1.877, -5.934], [2.676, 1.223, 2.506], [3.698, 2.033, 1.695], [3.467, 0.093, 3.083], [2.249, 2.305, 3.770], [-3.264, 2.961, 7.702], [-0.256, 2.923, 4.219], [-1.847, 1.978, 3.661], [-0.826, 0.257, 5.710], [0.737, 1.159, 5.435], [1.350, -0.644, 4.152], [-0.287, -1.321, 4.144], [-2.422, -0.823, 4.314], [-3.670, -2.115, 2.091], [1.002, -1.988, 2.242], [0.455, -3.280, -1.104], [0.550, -4.159, 1.880], [-0.769, -6.289, 0.792], [-2.608, -5.994, -0.845], [-2.678, -4.097, -0.583], [-1.261, -4.891, -1.466], [4.122, -0.679, 0.734], [2.996, -0.178, -2.350], [2.600, 1.567, -2.724], [4.907, 1.381, -2.930], [3.770, 3.251, -0.986], [5.430, 3.432, -1.931], [5.412, 2.669, -0.215], [5.929, 0.590, -0.431], [1.497, 3.000, 0.872], [0.198, 2.766, 2.129], [-0.991, 1.555, -0.412], [-1.346, 3.117, 0.472], [0.844, 2.969, -1.872], [0.657, 4.354, -0.621], [-1.047, 5.327, -1.986], [-2.149, 3.937, -1.366], [-1.666, 2.430, -3.405], [-2.224, 4.136, -3.922], [0.890, 3.203, -4.019], [0.181, 4.858, -4.459], [0.740, 1.812, -6.760], [-0.974, 1.243, -6.282], [0.348, 1.357, -4.990], [-5.235, -6.993, -1.188], [-5.057, -7.989, -0.164], [-4.234, -7.170, -2.210], [-6.543, -7.127, -1.768], [-5.097, -5.681, -0.609]]}

***

Entry 4:
{"formula": "C36H10Cl5F15GeN3O2RhS", "method": "ωB97M-V/def2-TZVPD", "relative_energy_kj_mol": 57.2, "total_charge": 0, "elements": ["Rh", "O", "C", "N", "C", "C", "C", "C", "C", "C", "N", "C", "C", "C", "C", "C", "N", "H", "H", "H", "H", "H", "H", "H", "H", "H", "H", "Cl", "C", "C", "Cl", "C", "Cl", "C", "O", "C", "Cl", "C", "Cl", "F", "C", "C", "C", "F", "C", "F", "C", "F", "C", "F", "Ge", "S", "C", "C", "F", "C", "F", "C", "F", "C", "F", "C", "F", "C", "C", "F", "C", "F", "C", "F", "C", "F", "C", "F"], "xyz": [[-0.166, -1.864, 0.083], [2.713, -4.516, -0.923], [1.968, -3.560, -0.789], [1.220, -3.243, 0.282], [0.823, -4.251, 1.236], [-0.623, -4.588, 0.924], [-1.269, -5.706, 1.424], [-2.612, -5.893, 1.150], [-3.281, -4.963, 0.366], [-2.573, -3.879, -0.109], [-1.278, -3.697, 0.159], [1.679, -2.629, -1.944], [2.465, -2.576, -3.075], [2.045, -1.792, -4.137], [0.847, -1.101, -4.030], [0.126, -1.187, -2.853], [0.530, -1.947, -1.833], [0.876, -3.867, 2.256], [1.460, -5.132, 1.147], [-0.718, -6.409, 2.034], [-3.136, -6.753, 1.546], [-4.330, -5.067, 0.130], [-3.043, -3.123, -0.727], [3.373, -3.161, -3.095], [2.634, -1.725, -5.042], [0.477, -0.484, -4.836], [-0.806, -0.653, -2.724], [-6.219, -0.612, 3.430], [-4.584, -0.960, 3.021], [-4.080, -0.591, 1.783], [-5.060, 0.219, 0.624], [-2.761, -0.886, 1.475], [-2.095, -0.394, -0.079], [-1.886, -1.557, 2.342], [-0.666, -1.871, 2.041], [-2.432, -1.922, 3.593], [-1.405, -2.787, 4.669], [-3.742, -1.623, 3.924], [-4.354, -2.080, 5.463], [4.097, 2.201, -0.686], [3.373, 2.161, -1.810], [1.996, 2.046, -1.756], [1.346, 1.964, -2.971], [0.011, 1.761, -3.007], [1.996, 2.024, -4.187], [1.322, 1.905, -5.335], [3.370, 2.185, -4.202], [4.022, 2.254, -5.359], [4.064, 2.250, -3.006], [5.389, 2.389, -3.020], [1.001, 1.859, -0.058], [1.395, -0.197, 0.484], [1.906, 2.966, 1.326], [2.033, 2.594, 2.656], [1.463, 1.484, 3.128], [2.721, 3.366, 3.579], [2.814, 2.981, 4.851], [3.304, 4.554, 3.179], [3.970, 5.299, 4.054], [3.174, 4.973, 1.867], [3.717, 6.126, 1.479], [2.473, 4.180, 0.980], [2.354, 4.636, -0.281], [-0.678, 2.882, -0.182], [-1.589, 2.656, 0.841], [-1.273, 1.786, 1.816], [-2.806, 3.301, 0.936], [-3.648, 3.039, 1.933], [-3.135, 4.240, -0.026], [-4.294, 4.883, 0.038], [-2.238, 4.525, -1.039], [-2.538, 5.462, -1.938], [-1.028, 3.851, -1.109], [-0.200, 4.241, -2.080]]}

***

Which molar mass belongs to each record? In order, 987.82, 566.39, 1027.13, 1186.31 g mol⁻¹.
Which max |F| belongs to each record? In order, 12.1, 3.8, 8.1, 0.9 eV/A.